[1]
DFT (wB97M-V/def2-TZVPD) results for a single C4H6N2 molecule.

Properties
**HOMO level**: -8.0 eV
**Kohn-Sham gap**: 9.2 eV
**Relative energy (zero: lowest compared OMol25 entry of this formula, charge and spin)**: 398.61 kJ/mol
**Molecular weight**: 82.1 g mol⁻¹
**Net charge**: 0

Element x y z (Å)
N1 2.292 -0.389 0.176
C1 1.084 0.059 0.558
C2 -1.228 1.262 0.164
C3 -1.685 0.628 -0.869
C4 -1.244 -0.217 0.283
N2 0.083 -0.803 0.318
H1 2.412 -1.110 -0.531
H2 3.049 0.270 0.254
H3 -0.881 2.174 0.621
H4 -2.110 0.664 -1.857
H5 -1.984 -0.767 0.870
H6 0.212 -1.769 0.012

[2]
DFT (wB97M-V/def2-TZVPD) results for a single C4H6N2 molecule at a distorted geometry.

Properties
**HOMO level**: -9.8 eV
**Kohn-Sham gap**: 10.7 eV
**Relative energy (zero: lowest compared OMol25 entry of this formula, charge and spin)**: 195.74 kJ/mol
**Molecular weight**: 82.1 g mol⁻¹
**SMILES string**: N#C[C@H]1CCN1
**Net charge**: 0

Element x y z (Å)
N1 2.313 0.614 -1.128
C1 1.719 0.027 -0.326
C2 0.652 -0.335 0.641
C3 -0.273 0.899 0.429
C4 -1.154 -0.077 -0.421
N2 -0.413 -1.207 0.160
H1 1.101 -0.642 1.601
H2 -0.832 1.113 1.361
H3 0.297 1.672 -0.137
H4 -1.008 0.074 -1.494
H5 -2.234 -0.168 -0.225
H6 -0.169 -1.970 -0.461

[3]
DFT (wB97M-V/def2-TZVPD) results for 2 unconnected molecules or ions with the total composition C4H6N2 at a distorted geometry.

Properties
**HOMO level**: -9.1 eV
**Kohn-Sham gap**: 9.8 eV
**Relative energy (zero: lowest compared OMol25 entry of this formula, charge and spin)**: 419.67 kJ/mol
**Molecular weight**: 82.1 g mol⁻¹
**Net charge**: 0

Element x y z (Å)
N1 3.339 -0.007 -0.028
C1 2.195 -0.098 0.118
C2 0.743 -0.212 0.293
C3 -0.131 1.045 0.015
C4 -0.828 0.233 -1.107
N2 0.013 -0.764 -0.839
H1 0.531 -0.721 1.239
H2 -0.783 1.356 0.834
H3 0.426 1.907 -0.359
H4 -2.829 -0.384 0.173
H5 -3.123 -0.570 0.833
H6 0.077 -1.682 -1.267

[4]
DFT (wB97M-V/def2-TZVPD) results for a single C4H6N2 molecule at a distorted geometry.

Properties
**HOMO level**: -10.0 eV
**Kohn-Sham gap**: 10.9 eV
**Relative energy (zero: lowest compared OMol25 entry of this formula, charge and spin)**: 186.88 kJ/mol
**Molecular weight**: 82.1 g mol⁻¹
**SMILES string**: N#CCN1CC1
**Net charge**: 0

Element x y z (Å)
N1 2.877 1.392 -0.031
C1 2.072 0.564 -0.077
C2 1.046 -0.487 -0.174
N2 -0.094 -0.180 0.668
C3 -1.385 -0.633 0.185
C4 -1.038 0.810 0.184
H1 0.794 -0.611 -1.241
H2 1.485 -1.429 0.172
H3 -2.050 -1.054 0.935
H4 -1.420 -1.129 -0.787
H5 -0.863 1.278 -0.785
H6 -1.422 1.478 0.950

Question: Which formula does entry 4 have?
Answer: C4H6N2